1.
Formula: CH2INOS2
Source: OMol25
Level of theory: ωB97M-V/def2-TZVPD

XYZ file:
```
8
CH2INOS2 (ωB97M-V/def2-TZVPD)
I -0.96 -0.30 3.59
S 1.07 0.43 -1.42
S -0.54 -0.72 -0.99
O -1.32 1.30 1.11
N -0.56 -0.80 0.74
C -0.99 0.23 1.47
H 0.47 1.63 -1.38
H -0.27 -1.67 1.18
```

## Properties
- SMILES = O=C(I)NSS
- energy above the lowest of the compared OMol25 structures with the same formula, charge and spin (kJ/mol) = 0.0
- E_LUMO (Ha) = 0.0059
- HOMO level (hartree) = -0.364
- orbital gap (eV) = 10.07
- multiplicity = 1


2.
Formula: C4H17CuNO9S
Source: OMol25
Level of theory: ωB97M-V/def2-TZVPD

XYZ file:
```
33
C4H17CuNO9S (ωB97M-V/def2-TZVPD)
Cu 0.52 -0.23 0.38
S 2.36 -1.62 -1.62
O 2.91 -2.95 -1.35
O 3.22 -1.65 2.19
O 2.69 -0.71 -0.57
O 0.88 -1.64 -1.66
O 2.86 -1.16 -2.90
O 0.52 -2.12 1.88
O -0.15 1.24 -1.25
O 0.78 0.16 3.49
O 2.10 1.20 1.45
N -1.85 -0.01 0.76
C -1.54 1.32 -1.37
C -3.70 -0.05 -0.75
C 0.64 2.28 -1.93
C -2.13 0.12 -0.62
H 0.48 2.34 -3.00
H 3.56 -2.28 2.83
H 1.71 2.25 -1.74
H -4.13 -0.92 -0.26
H 1.23 0.63 2.78
H 0.70 -0.74 3.18
H 1.97 1.91 0.79
H 2.31 -1.90 2.06
H -1.89 2.19 -0.82
H -1.91 1.36 -2.39
H 0.39 3.16 -1.33
H -2.53 0.56 1.24
H -4.13 0.78 -0.19
H -2.16 -0.93 1.03
H -1.61 -0.76 -0.99
H -3.96 -0.16 -1.80
H -0.14 -1.67 2.45
```

## Properties
- E_LUMO (Ha) = 0.2463
- net charge = -3
- HOMO level (hartree) = 0.136
- orbital gap (eV) = 3.00
- multiplicity = 1


3.
Formula: C16H33NOP2RuSe2
Source: OMol25
Level of theory: ωB97M-V/def2-TZVPD

XYZ file:
```
56
C16H33NOP2RuSe2 (ωB97M-V/def2-TZVPD)
Ru 0.32 -0.40 0.28
Se -2.42 -0.07 -4.40
Se -0.12 0.77 -2.34
P 1.87 1.32 1.22
P -1.24 0.48 2.00
O -0.22 -2.28 -1.53
N 0.78 -2.46 0.99
C -2.79 1.39 -3.17
C 0.78 2.38 2.24
C -1.98 -0.74 3.11
C 0.56 -4.84 0.97
C 1.56 -2.57 2.08
C -1.51 2.10 -2.76
C 1.41 1.70 -3.09
C 2.75 2.48 0.15
C -0.20 1.54 3.06
C 3.14 0.73 2.37
C 1.87 -3.78 2.67
C 1.36 -4.94 2.10
C 0.28 -3.59 0.44
C -2.62 1.54 1.47
C -0.61 -3.42 -0.75
C -2.04 0.94 -6.00
H 0.25 3.06 1.57
H 3.82 0.04 1.88
H -0.84 2.18 3.67
H 1.58 -5.91 2.52
H -1.22 -1.43 3.48
H -1.67 2.76 -1.91
H 1.33 1.68 -4.17
H 1.40 3.00 2.89
H -0.63 -4.32 -1.36
H -2.26 2.37 0.87
H -1.10 2.69 -3.58
H -2.75 -1.31 2.60
H 2.05 3.00 -0.51
H 0.33 0.88 3.75
H -2.43 -0.22 3.96
H 3.26 3.23 0.77
H 2.30 1.17 -2.78
H 2.69 0.24 3.23
H -3.32 0.94 -2.34
H 1.95 -1.65 2.49
H -1.64 -3.22 -0.43
H 2.50 -3.82 3.54
H 0.57 -2.51 -2.03
H -3.12 1.94 2.36
H 0.15 -5.72 0.49
H -1.67 0.24 -6.74
H -3.47 2.07 -3.69
H -1.30 1.71 -5.78
H 1.43 2.72 -2.72
H -2.98 1.39 -6.32
H 3.71 1.59 2.73
H 3.50 1.97 -0.45
H -3.34 0.96 0.90
```

## Properties
- <S²> = 8.76
- energy above the lowest of the compared OMol25 structures with the same formula, charge and spin (kJ/mol) = 0.0
- E_LUMO (alpha / beta) (Ha) = -0.2928 / -0.4337
- net charge = +3
- HOMO level (alpha / beta) (hartree) = -0.601 / -0.661
- orbital gap (alpha / beta) (eV) = 8.39 / 6.18
- multiplicity = 6


4.
Formula: C4H6IN4O2S
Source: OMol25
Level of theory: ωB97M-V/def2-TZVPD

XYZ file:
```
18
C4H6IN4O2S (ωB97M-V/def2-TZVPD)
I -4.67 -0.28 0.57
S -2.81 -0.07 -1.16
O -2.88 -1.36 -1.81
O -3.26 1.04 -2.00
N 1.31 -1.48 1.00
N -2.12 2.41 0.10
N 1.06 0.90 0.95
N 0.07 1.80 0.63
C 1.60 -2.48 0.02
C -1.31 0.12 -0.34
C 1.06 -0.31 0.83
C -1.17 1.38 0.09
H -1.72 3.34 0.03
H 0.00 2.53 1.34
H 0.67 -2.76 -0.48
H 2.01 -3.35 0.52
H 2.31 -2.13 -0.74
H -2.79 2.25 -0.65
```

## Properties
- SMILES = CN=C=NNC(N)=C=[S@@](=O)([O-])I
- E_LUMO (Ha) = 0.1057
- net charge = -1
- HOMO level (hartree) = -0.163
- orbital gap (eV) = 7.31
- multiplicity = 1